DFT (the ωB97M-V functional and the def2-TZVPD basis) results for 3 unconnected molecules or ions with the total composition C7H14.

Output
E_LUMO = 0.0447 hartree
gap between HOMO and LUMO = 10.771 eV
SMILES string = C=C1CC1.[H][H].C=CC
relative energy (zero: lowest compared OMol25 entry of this formula, charge and spin) = 90.1 kcal/mol
max |F| = 0.2 eV Å⁻¹

```
! wB97M-V def2-TZVPD RIJCOSX def2/J DEFGRID3
* xyz 0 1
C 0.861 -1.948 0.191
C 1.622 -0.937 -0.182
C 2.871 -0.191 -0.006
C 1.883 0.161 -1.120
H 1.130 -2.582 1.032
H -0.059 -2.186 -0.334
H 2.967 0.502 0.828
H 3.798 -0.689 -0.285
H 2.151 -0.079 -2.146
H 1.317 1.083 -1.010
H 0.440 2.381 0.557
H 1.026 2.356 1.014
C -2.135 1.579 0.222
C -1.851 0.279 0.227
C -2.441 -0.715 -0.730
H -2.810 2.008 -0.515
H -1.716 2.259 0.959
H -1.159 -0.115 0.972
H -3.156 -1.368 -0.214
H -2.965 -0.215 -1.550
H -1.674 -1.364 -1.166
*
```

Just the natural (NBO) charges please, in e? Sure, here they are: atom 1 (C): -0.404, atom 2 (C): 0.015, atom 3 (C): -0.450, atom 4 (C): -0.451, atom 5 (H): 0.202, atom 6 (H): 0.194, atom 7 (H): 0.221, atom 8 (H): 0.222, atom 9 (H): 0.221, atom 10 (H): 0.231, atom 11 (H): 0.000, atom 12 (H): -0.005, atom 13 (C): -0.417, atom 14 (C): -0.167, atom 15 (C): -0.647, atom 16 (H): 0.189, atom 17 (H): 0.199, atom 18 (H): 0.204, atom 19 (H): 0.219, atom 20 (H): 0.212, atom 21 (H): 0.211